127
Properties=species:S:1:pos:R:3:forces:R:3:lowdin_charge:R:1 method="wB97M-V/def2-TZVPD" charge=0 smiles="CC[C@H](Cl)c1cc(CCCS)c(F)c2nc(F)c(CCCCn3cccc3)nc12.O=C1CCCO1.O=C1CCCO1.O=C1CCCO1.O=C1CCCO1.O=C1CCCO1.O=C1CCCO1" orbital_gap_ha=0.2791 de_lowest_ev=0.0000
Cl -1.0896 -0.4481 -1.7016 -0.04 0.00 -0.02 0.64
S 5.5114 -1.9177 -0.3034 0.36 0.14 0.66 0.73
F -1.3788 -2.9577 -7.7143 0.03 0.05 0.10 0.10
F 2.6651 -4.0449 -5.3655 0.05 -0.12 -0.08 0.09
O 6.6323 3.9321 3.9851 -0.02 0.04 0.06 0.02
O -7.1989 4.5011 7.0557 0.01 0.03 0.08 0.03
O 1.5170 2.6908 1.3771 -0.05 -0.09 -0.01 0.01
O -6.8453 2.9409 5.4985 0.06 -0.03 0.09 0.12
O 2.3461 -0.5845 4.2742 0.04 -0.02 0.05 0.12
O -9.4698 0.7642 0.0376 -0.16 0.12 0.10 0.10
O 7.5092 -5.9750 -2.6142 -0.02 0.01 0.08 0.02
O -8.2512 2.0256 1.4177 0.04 0.09 0.08 0.03
O 0.8704 -1.4239 5.7247 -0.01 -0.04 0.06 0.03
O 6.5162 2.0849 2.7374 0.00 -0.07 0.04 0.12
O 2.1579 4.7861 0.9492 -0.03 0.02 -0.06 0.11
O 7.3817 -4.0195 -3.7011 0.00 0.05 0.22 0.12
N 0.3351 -3.0081 -6.2836 0.02 0.03 0.13 0.24
N -0.8080 -0.8314 -4.9377 0.06 -0.04 0.03 0.20
N -5.9220 -1.8096 -3.1214 -0.12 -0.09 -0.34 -0.14
C 3.5866 1.5662 1.3074 0.07 0.00 -0.03 -0.14
C -3.5743 -0.1290 -5.4404 -0.13 -0.11 -0.22 -0.19
C -8.7251 -0.1391 2.1820 -0.02 0.23 0.26 -0.07
C 3.8671 -3.6135 -1.6971 0.10 -0.04 0.32 -0.26
C 7.2082 -7.3534 -2.8967 -0.05 -0.09 -0.04 -0.15
C 2.1645 -1.4012 -2.9525 0.43 -0.30 0.10 0.03
C 2.1400 -3.0048 -4.7017 -0.03 -0.14 -0.19 -0.17
C 7.1188 3.0619 3.0674 0.01 0.02 -0.16 -0.48
C -6.9300 -0.9056 -2.9377 -0.14 0.26 0.10 -0.10
C -1.3887 -1.3497 -5.9775 0.03 -0.01 -0.17 -0.19
C 0.3193 0.2721 -2.5953 0.27 -0.28 0.16 -0.60
C 7.1623 -5.1934 -3.6632 0.00 0.04 -0.43 -0.50
C -0.3011 -0.9698 6.4229 -0.07 0.05 0.04 -0.15
C -8.8951 0.8890 1.0801 0.09 -0.17 -0.12 -0.49
C 7.5054 5.0679 4.1125 0.08 0.06 0.00 -0.15
C -6.8046 -2.2100 -1.1295 -0.06 0.06 0.19 -0.11
C -5.0655 -1.8952 -4.2858 0.47 -0.22 0.26 -0.13
C -8.2633 0.7067 3.3693 -0.05 -0.09 -0.09 -0.15
C 1.1814 1.0352 -1.5997 -0.17 0.46 -0.01 -0.29
C 2.1451 1.4509 1.7797 0.08 -0.02 -0.07 -0.14
C -2.6649 -0.7601 -6.5046 -0.10 0.02 0.16 -0.12
C 6.1328 -7.3155 -3.9776 0.01 0.09 -0.05 -0.15
C -6.7814 5.3078 4.8914 0.15 0.15 0.25 -0.08
C 3.8345 3.0674 1.4221 -0.19 -0.28 -0.18 -0.08
C 6.4976 -6.0390 -4.7357 -0.18 -0.27 0.33 -0.07
C 2.4516 3.6547 1.2110 0.12 0.10 0.10 -0.50
C -5.8455 -2.6103 -2.0215 -0.03 -0.12 0.39 -0.11
C 4.0782 -3.0304 -3.1003 -0.34 -0.33 0.15 -0.14
C 8.4594 3.5569 2.5584 0.09 0.10 0.32 -0.07
C -3.8360 -0.9665 -4.1863 -0.31 0.16 0.06 -0.18
C 8.8637 4.5850 3.6144 -0.01 -0.08 -0.07 -0.15
C 0.6295 0.8626 5.2483 -0.02 -0.09 0.31 -0.08
C -6.9265 4.0972 5.7962 -0.09 0.00 -0.15 -0.48
C 2.7735 -2.4928 -3.6212 0.30 0.27 0.13 -0.13
C 1.4101 -0.4174 4.9986 -0.07 0.05 -0.12 -0.48
C -7.4965 -1.1197 -1.7114 -0.09 -0.02 0.11 -0.09
C -6.5831 6.4502 5.8867 0.00 -0.07 -0.07 -0.15
C -7.3389 5.9325 7.1057 0.01 0.10 -0.02 -0.15
C 0.9260 -2.4727 -5.1790 -0.11 0.10 0.03 -0.11
C 1.9974 2.1557 -2.2552 -0.13 -0.17 0.23 -0.06
C 0.3552 -1.3836 -4.4948 -0.06 -0.12 -0.27 -0.15
C 0.9889 -0.8541 -3.3417 -0.27 0.44 -0.03 -0.19
C -0.1433 0.5431 6.5269 0.05 0.04 -0.07 -0.15
C -0.7633 -2.4615 -6.6304 -0.18 0.08 -0.14 -0.27
C -7.5525 1.8574 2.6694 -0.01 -0.08 -0.03 -0.15
C 5.1179 -3.6169 -0.8187 -0.38 0.31 -0.59 -0.53
H -7.6240 0.1840 4.0757 0.05 0.01 -0.02 0.12
H -0.0322 1.0302 4.3964 0.03 0.03 -0.03 0.13
H 7.1036 5.8784 3.5009 0.01 0.00 -0.02 0.13
H -3.2092 -1.5199 -7.0634 0.04 -0.09 -0.02 0.11
H -5.1282 -3.4056 -1.9109 0.12 0.02 -0.27 0.11
H -7.1890 -0.1541 -3.6641 0.16 -0.08 -0.20 0.12
H -5.5237 6.5514 6.1244 0.00 0.01 0.01 0.12
H 1.6035 0.6255 1.3226 -0.08 0.06 0.01 0.12
H -5.9476 5.1722 4.2086 -0.07 -0.07 -0.10 0.13
H 9.3994 4.0894 4.4247 0.00 0.01 0.01 0.12
H 6.8816 -7.8276 -1.9748 0.03 0.06 0.05 0.12
H -2.9697 -1.5560 -3.8983 0.12 0.07 0.00 0.08
H -7.9622 -0.8506 1.8599 -0.02 -0.03 -0.04 0.12
H -7.5980 2.7856 3.2228 -0.02 0.09 -0.06 0.09
H -3.2151 0.8667 -5.1854 0.20 -0.09 0.16 0.11
H -4.0154 -0.2854 -3.3541 -0.01 0.00 0.02 0.11
H 5.1507 -7.2013 -3.5164 -0.01 -0.02 0.01 0.12
H 3.4599 -4.6241 -1.7851 0.03 -0.04 -0.03 0.12
H 3.6546 1.2612 0.2600 0.01 -0.01 0.01 0.10
H 1.3070 1.7061 5.3474 0.01 0.02 -0.14 0.13
H 1.3911 2.6572 -3.0096 0.10 0.01 -0.13 0.08
H -6.5084 1.6269 2.4487 0.00 -0.02 0.00 0.13
H -8.4032 6.1727 7.0668 -0.01 0.00 -0.02 0.13
H 2.6815 -1.0274 -2.0790 -0.01 0.07 0.02 0.11
H -6.9844 -2.6475 -0.1611 -0.01 -0.06 -0.01 0.08
H 6.1142 -8.2133 -4.5912 0.06 0.00 0.00 0.11
H -5.6572 -1.6960 -5.1784 -0.06 0.08 -0.01 0.12
H -0.1069 0.9620 -3.3179 -0.21 0.00 0.06 0.10
H 4.1852 3.3462 2.4167 0.03 0.03 0.00 0.12
H 1.8199 0.3698 -1.0196 -0.05 -0.08 0.00 0.08
H 9.1547 2.7282 2.4632 -0.05 -0.04 -0.13 0.13
H 7.2269 -6.2201 -5.5264 -0.01 0.05 -0.04 0.13
H 5.0401 -1.2193 -1.3386 -0.01 -0.17 -0.22 -0.17
H -4.7293 -2.9317 -4.3326 -0.10 -0.04 -0.20 0.12
H -9.6592 -0.6665 2.3528 0.02 -0.09 -0.10 0.12
H -0.3401 -1.4697 7.3872 0.06 -0.06 -0.02 0.12
H 4.4552 -3.8116 -3.7561 0.09 0.09 -0.09 0.10
H 4.2769 0.9560 1.8831 -0.03 0.03 0.06 0.11
H 8.1240 -7.8393 -3.2393 0.00 0.00 -0.02 0.13
H 0.5064 1.4958 -0.8781 -0.03 0.00 -0.02 0.09
H 4.8207 -2.2339 -3.0866 0.05 0.03 -0.03 0.11
H 4.9056 -4.1525 0.1036 0.15 -0.05 0.04 0.07
H 0.4653 0.7918 7.3970 -0.01 -0.01 0.02 0.12
H -6.9326 6.2830 8.0506 0.00 -0.08 0.03 0.12
H 2.9201 1.7914 -2.7040 0.01 0.02 -0.14 0.08
H 2.2417 2.9123 -1.5092 0.14 -0.04 -0.01 0.06
H -1.0935 1.0644 6.6188 -0.03 -0.03 -0.04 0.12
H -1.1794 -1.2554 5.8403 -0.01 0.02 -0.01 0.13
H -6.9450 7.4154 5.5402 -0.06 -0.02 0.00 0.12
H -9.1285 1.0849 3.9151 0.01 0.02 0.02 0.12
H 2.0761 1.3609 2.8602 0.04 0.01 0.05 0.09
H 9.4894 5.3918 3.2395 -0.04 0.02 -0.03 0.11
H 8.3029 4.0105 1.5784 0.00 -0.04 -0.04 0.13
H 4.5244 3.4502 0.6749 0.04 0.14 0.08 0.13
H 5.9648 -4.0628 -1.3362 0.10 -0.02 0.10 0.05
H 5.6352 -5.5219 -5.1476 0.10 0.10 -0.12 0.12
H -8.3145 -0.5603 -1.2865 0.04 -0.06 -0.08 0.07
H -4.5407 0.0270 -5.9285 0.02 0.19 -0.03 0.11
H -2.3895 0.0150 -7.2254 -0.04 -0.05 -0.12 0.13
H 7.5104 5.3808 5.1533 -0.07 -0.05 0.02 0.12
H 3.1226 -3.0274 -1.1559 -0.13 -0.05 -0.06 0.10
H -7.7033 5.4156 4.3168 0.01 -0.02 -0.04 0.13


16
Properties=species:S:1:pos:R:3:forces:R:3:lowdin_spin:R:1 method="wB97M-V/def2-TZVPD" charge=0 spin_multiplicity=4 orbital_gap_ha="0.2139 / 0.2247" de_lowest_ev=7.3890
Pt 2.7994 0.7339 1.2734 2.67 1.80 2.32 0.75
O 0.2462 0.0046 0.8412 -1.25 1.43 -1.30 0.33
O 3.0504 -2.0129 -2.0993 -1.00 0.66 1.08 0.14
O 2.1625 -0.4624 -0.0423 0.99 -3.85 -2.68 0.12
O 1.3944 1.5021 -0.4382 -1.37 1.56 -1.33 0.15
C 1.7426 -1.7865 -1.7804 0.55 -0.77 -2.61 0.32
C 1.1208 0.3651 -0.0409 -0.24 0.28 3.43 0.05
C -0.5582 -1.6329 0.0960 -1.47 -0.93 -0.39 0.58
C 0.8860 -2.7852 -1.2715 1.23 0.69 1.04 0.34
H 1.3409 -3.3958 -0.4821 -0.51 -0.28 -0.61 0.00
H -1.0843 -1.5709 1.0591 0.03 0.86 0.09 0.06
H -0.7611 -2.7112 0.1655 0.32 -1.11 -0.93 0.11
H 1.3229 -1.0871 -2.5097 0.15 0.08 0.43 0.01
H 3.5169 -2.3798 -1.3393 0.11 -0.25 0.13 0.00
H -1.0820 -1.1209 -0.7228 0.07 -0.34 0.50 0.02
H 0.1494 -3.1432 -1.9949 -0.27 0.17 0.84 0.01


88
Properties=species:S:1:pos:R:3:forces:R:3:lowdin_spin:R:1 method="wB97M-V/def2-TZVPD" charge=+1 spin_multiplicity=2 orbital_gap_ha="0.3167 / 0.0822"
Cl 15.6098 11.3532 -12.6717 -0.16 0.04 -0.10 0.00
Cl 13.3960 13.0252 -14.8266 0.20 -0.81 0.23 0.00
O 7.4392 14.7372 -18.2114 -1.14 -2.01 -3.18 0.00
O 9.1001 12.2630 -16.1034 -0.64 1.04 -0.24 0.00
O 6.5368 14.8787 -12.0233 1.48 -0.63 -1.63 0.00
O 4.6961 9.4438 -11.3601 0.95 -1.44 0.70 0.06
O 14.4291 8.8654 -18.5882 1.87 1.66 -0.34 0.00
O 6.6340 12.8130 -19.0237 -2.82 -2.74 1.90 0.00
O 9.2603 10.9314 -14.2776 -0.35 -0.16 1.29 0.00
O 5.6282 11.2593 -11.0674 2.20 0.36 1.41 0.16
O 8.5935 15.5351 -12.3624 2.43 1.05 2.15 0.00
O 11.7708 14.4073 -17.5296 -0.13 -1.39 -0.78 0.00
O 11.9366 13.7698 -19.5699 0.13 -1.23 1.48 0.00
O 6.5123 9.4824 -9.9616 0.17 -0.08 0.40 0.74
O 15.9506 10.6379 -18.6894 0.39 -2.75 0.22 0.00
O 7.5625 14.1013 -20.4234 0.31 2.19 -1.09 0.00
O 11.9955 16.0194 -19.1794 -0.07 -4.01 1.94 0.00
O 7.5551 14.7671 -14.0503 -0.59 -0.75 -2.34 0.00
O 10.5449 10.5518 -16.0047 -0.84 -0.10 2.04 0.00
O 16.6924 8.5625 -18.5545 -1.09 2.23 0.13 0.00
C 14.1012 10.6621 -13.4113 1.20 0.96 -0.05 0.00
C 10.9802 10.7642 -17.3175 0.34 0.11 -1.98 0.00
C 11.6794 13.9555 -20.9165 0.80 0.67 -3.07 0.00
C 8.7848 15.2838 -14.6849 -1.57 0.62 1.07 0.00
C 5.6608 9.9972 -10.7085 -2.11 2.08 -2.69 0.03
C 6.2252 12.3524 -10.2556 -0.97 1.12 1.09 0.00
C 9.5770 11.3475 -15.5148 0.57 -0.58 -0.11 0.00
C 8.3213 11.6743 -13.4047 0.58 -0.03 -1.46 0.00
C 9.4460 15.8645 -13.4045 1.46 -0.34 -2.32 0.00
C 7.1490 13.0398 -21.2464 0.94 -2.16 0.62 0.00
C 6.7704 11.9926 -20.1587 0.68 0.54 -1.44 0.00
C 11.9358 14.8232 -18.7607 -0.38 4.35 -2.72 0.00
C 17.8757 6.5718 -18.2249 -0.60 -0.65 -0.71 0.00
C 13.0551 11.7566 -13.5667 -0.53 0.16 0.06 0.00
C 16.5089 7.1501 -18.5908 0.21 -0.01 0.28 0.00
C 7.1673 13.9633 -19.1507 2.63 3.40 2.39 0.00
C 11.7808 15.3167 -16.5014 0.11 1.73 1.54 0.00
C 7.5047 15.0182 -12.7823 -3.84 -0.11 1.79 0.00
C 12.9516 14.2433 -21.7543 0.42 1.74 0.36 0.00
C 10.0157 10.1916 -18.3665 1.06 -0.36 0.26 0.00
C 15.5650 9.3469 -18.6306 -0.20 -1.81 0.61 0.00
C 4.3391 8.0638 -11.0526 -1.64 -1.32 1.23 0.00
C 3.0189 7.7230 -11.7560 1.48 0.79 -0.09 0.00
C 14.9640 11.6056 -18.9643 1.15 0.58 0.06 0.00
H 15.7900 6.8299 -17.8366 -0.22 0.14 -0.10 0.00
H 10.9588 14.7631 -21.0453 0.08 0.06 0.00 0.00
H 5.8929 11.4473 -20.5064 -0.13 -0.04 0.93 0.00
H 12.8652 14.1628 -22.8379 -0.51 -0.62 0.08 0.00
H 9.5304 16.9478 -13.4898 0.28 -0.15 0.24 0.00
H 11.2845 14.8716 -15.6391 0.39 -0.30 -0.16 0.00
H 14.5710 11.3987 -19.9597 -0.76 0.19 0.39 0.00
H 12.8988 12.3783 -12.6851 0.26 -0.48 0.22 0.00
H 10.5308 10.1884 -19.3272 -0.08 0.55 -0.18 0.00
H 11.2773 13.0812 -21.4283 -0.41 -0.52 1.11 0.00
H 9.2488 14.4775 -15.2529 0.02 0.05 0.39 0.00
H 8.8735 12.1319 -12.5839 0.23 -0.02 -0.17 0.00
H 13.2000 15.2999 -21.6547 0.00 0.21 0.28 0.00
H 8.0195 12.6261 -21.7556 0.13 0.40 -0.20 0.00
H 11.2288 11.8035 -17.5323 -0.28 0.18 0.33 0.00
H 12.0928 11.3258 -13.8435 0.08 -0.12 -0.11 0.00
H 3.1583 8.0090 -12.7985 -0.39 -0.33 -0.16 0.00
H 10.4034 15.3467 -13.3451 0.21 0.47 0.78 0.00
H 6.3942 13.1894 -22.0184 -0.26 0.85 0.51 0.00
H 14.4451 10.2905 -14.3766 -0.37 -0.12 0.05 0.00
H 7.2957 12.5571 -10.2384 0.09 -1.01 -0.68 0.00
H 13.8824 9.8422 -12.7272 -0.69 0.20 -0.29 0.00
H 13.8791 13.7611 -21.4457 -0.36 -0.60 0.19 0.00
H 17.8954 5.4981 -18.4114 -0.24 -0.13 0.02 0.00
H 18.0303 6.6913 -17.1526 0.35 0.34 -0.20 0.00
H 11.9150 10.2095 -17.3984 -0.01 -0.05 0.13 0.00
H 15.6443 12.4555 -19.0199 -0.73 0.60 -0.14 0.00
H 5.8604 12.2350 -9.2352 0.14 -0.32 -0.01 0.00
H 5.1124 7.3089 -11.1950 0.38 0.60 -0.66 0.00
H 7.6260 11.3608 -19.9203 -0.27 -0.40 -0.38 0.00
H 7.5831 10.9905 -12.9856 0.24 -0.29 -0.30 0.00
H 7.8025 12.4331 -13.9906 0.07 -0.04 0.04 0.00
H 2.8943 6.6459 -11.6441 -0.39 0.17 -0.11 0.00
H 8.4792 16.0936 -15.3475 -0.03 -0.30 -0.19 0.00
H 9.9705 9.1187 -18.1797 -0.76 -0.03 0.25 0.00
H 5.7698 13.2749 -10.6157 -0.06 -0.30 -0.53 0.00
H 16.0925 6.9641 -19.5808 0.30 -0.69 0.00 0.00
H 12.8097 15.5847 -16.2610 -0.01 -0.01 0.23 0.00
H 9.0548 10.7029 -18.4243 0.09 -0.21 0.13 0.00
H 14.3218 11.7049 -18.0892 -0.58 0.02 -0.56 0.00
H 18.6663 6.9652 -18.8639 0.03 0.35 0.39 0.00
H 4.1169 8.0418 -9.9857 0.22 0.13 0.20 0.00
H 11.2461 16.2472 -16.6925 -0.04 -0.04 -0.59 0.00
H 2.2246 8.3251 -11.3147 -0.12 -0.35 -0.11 0.00


19
Properties=species:S:1:pos:R:3:forces:R:3:nbo_charge:R:1 method="wB97M-V/def2-TZVPD" charge=0 orbital_gap_ha=0.3480 de_lowest_ev=3.9886
O -1.6382 0.2714 -1.1847 0.40 0.80 0.84 -0.49
O -1.1441 -0.0444 0.9741 0.20 1.03 -0.70 -0.49
C -0.8909 2.2142 0.0754 -0.01 -0.25 0.01 -0.68
C -1.6841 -1.2817 0.5375 -0.38 -0.61 -0.22 -0.10
C 2.2443 -0.1545 -0.4080 1.11 -0.20 -0.20 -0.16
C 1.1643 0.3199 -0.6366 -3.85 0.67 0.77 -0.27
C -1.7954 -1.1197 -0.9911 0.13 -0.77 0.05 -0.11
C 3.6165 -0.6277 -0.2629 -0.12 -0.09 0.18 -0.68
C -0.9367 0.7313 -0.1183 1.97 -0.60 -0.81 0.78
H 3.7363 -1.0405 0.7405 0.23 -0.07 -0.06 0.22
H -2.7631 -1.4175 -1.3992 0.14 0.05 0.09 0.20
H -0.4960 2.6829 -0.8213 0.03 -0.08 0.03 0.25
H 4.3233 0.1924 -0.3883 0.05 -0.04 0.00 0.23
H -1.8979 2.5947 0.2667 -0.03 -0.14 0.02 0.22
H 3.8399 -1.4024 -0.9981 0.08 0.00 0.07 0.22
H -2.6603 -1.4142 1.0184 0.22 0.02 -0.05 0.19
H -0.2515 2.4430 0.9238 0.03 -0.04 -0.06 0.25
H -1.0139 -2.0945 0.8265 -0.05 0.13 -0.06 0.21
H -0.9856 -1.6522 -1.5084 -0.14 0.19 0.10 0.21